DFT (ωB97M-V/def2-TZVPD) results for C39H51N4O9SiV as an isolated structure at a distorted geometry.

**⟨S²⟩**: 0.76
**Energy relative to the best compared isomer or geometry (same formula, charge and spin)**: 50.0 kcal/mol
**LUMO level (spin up / spin down)**: -3.72 / -3.33 eV
**DFT total energy**: -99226.802 eV
**HOMO-LUMO gap (spin up / spin down)**: 6.4 / 6.8 eV
**Maximum force**: 4.8 eV/A
**Multiplicity**: 2
**Total charge**: +1

CARTESIAN COORDINATES (ANGSTROEM)
H -3.989 3.310 0.142
H -3.568 4.510 2.278
C -1.354 -4.198 -1.904
H 2.677 -0.212 5.810
C 4.395 -1.506 0.985
C -2.148 0.716 5.543
H 1.526 0.250 4.554
C 2.305 1.865 -0.937
C -1.103 -4.271 2.414
H -5.116 0.417 -2.952
O 1.359 1.420 1.865
H -2.070 -4.657 -1.238
H 1.699 -2.950 -5.463
C -1.760 0.783 -2.975
H 5.256 -1.192 1.573
O 3.032 2.652 2.583
C 3.150 -0.651 1.257
H -0.933 -1.248 -0.493
C 0.002 -2.309 -2.576
C -3.169 3.024 0.781
H 4.186 -2.554 1.200
C 1.929 -1.861 4.647
C 2.600 1.746 1.912
H 4.560 -2.198 -1.084
H 1.711 -2.266 6.743
H 2.828 -3.820 4.451
C 3.554 0.837 1.113
H 1.489 0.553 -3.025
C 3.301 -0.442 -0.850
C -0.005 -4.373 -3.894
H -0.352 -4.408 0.374
H 3.754 -2.687 5.441
C 3.502 1.024 -0.425
C -2.944 3.685 1.972
C -2.305 2.004 0.370
H -0.720 -5.892 3.775
H 4.409 1.479 -0.828
H 0.336 -4.491 3.988
V 0.422 0.446 0.521
O 1.191 -2.043 3.425
H -3.079 0.860 6.082
C 1.217 -0.480 -3.212
C -0.681 -4.807 3.779
H -0.324 1.792 2.935
C -2.492 -4.800 2.047
H -1.340 -4.439 4.560
C -3.357 -0.323 3.591
C -0.052 -4.675 1.381
O -0.043 -0.719 1.533
H -1.830 -2.563 0.149
C 2.364 -0.402 4.788
H -2.468 -5.882 1.975
C -2.536 -1.762 5.450
C -2.576 1.371 -0.935
H -2.828 -4.392 1.096
H -1.792 -1.899 6.228
C -0.938 -2.896 -1.672
C 4.562 -1.264 -0.526
H 5.470 -0.717 -0.771
C -1.111 2.191 2.310
Si -0.284 -1.616 2.911
C -3.030 0.517 -3.469
O -0.991 -0.614 3.964
H 0.319 -1.470 6.003
C 1.702 -1.120 -4.363
C 3.144 -2.784 4.548
H -3.350 -1.166 2.904
H -2.530 -2.629 4.798
H 4.558 1.033 1.496
O -1.228 -2.845 2.443
N -1.529 1.157 -1.727
O 1.159 1.385 -0.585
C 1.080 -2.229 5.860
C -3.891 1.109 -1.332
H -4.716 1.255 -0.654
C -1.906 3.229 2.768
H 2.580 -0.904 2.150
N -1.435 -2.118 -0.667
C -4.115 0.643 -2.616
H -1.344 0.581 6.262
H -1.697 3.677 3.727
H -3.202 0.590 3.023
O 2.347 -0.892 0.105
H -3.513 -1.680 5.918
H -1.204 -5.948 -3.126
H 0.606 -3.196 5.729
C -2.250 -0.507 4.628
H -1.937 1.603 4.955
H 3.190 -0.156 4.127
H 0.882 -4.165 1.604
H 2.939 -0.576 -1.865
C 0.442 -3.052 -3.711
N -1.251 1.632 1.109
H 3.744 -2.527 3.680
H 0.333 -4.925 -4.757
H -4.319 -0.275 4.092
H -3.214 -4.518 2.810
H 0.106 -5.749 1.423
C -0.878 -4.929 -2.995
H 2.372 -0.597 -5.024
C 1.324 -2.413 -4.604
O 2.480 2.837 -1.626
H -3.166 0.217 -4.494
H -0.898 0.715 -3.620
N 0.422 -1.052 -2.337

Löwdin atomic charge list, values in e, 2 entries:
1. H 0.12
2. H 0.12

---

DFT (ωB97M-V/def2-TZVPD) results for one molecule with the formula C4H6N2S at a distorted geometry.

**Energy relative to the best compared isomer or geometry (same formula, charge and spin)**: 43.8 kcal/mol
**LUMO level**: 0.49 eV
**DFT total energy**: -18059.076 eV
**HOMO-LUMO gap**: 8.9 eV
**Maximum force**: 3.1 eV/A

CARTESIAN COORDINATES (ANGSTROEM)
N 0.762 0.105 -0.252
H -1.904 -0.346 -1.994
C 2.080 0.347 -0.209
H 0.213 -1.220 1.221
C -1.136 -0.192 -1.193
H -2.157 -0.940 0.607
S 2.918 0.514 1.215
N 0.067 0.035 -1.484
C -1.439 -0.129 0.259
H 2.381 0.508 -1.221
C -0.033 -0.172 0.892
H -2.040 0.890 0.435
H 0.288 0.597 1.725

Löwdin atomic charge list, values in e, 2 entries:
1. N -0.25
2. H 0.13

---

DFT (ωB97M-V/def2-TZVPD) results for C30H77CdN4O19 as an isolated structure at a distorted geometry.

**LUMO level**: -6.45 eV
**DFT total energy**: -81768.987 eV
**HOMO-LUMO gap**: 3.7 eV
**Maximum force**: 4.5 eV/A
**Total charge**: +1

CARTESIAN COORDINATES (ANGSTROEM)
H 15.290 -7.760 7.490
C 14.335 -10.877 -0.518
O 17.073 -12.947 8.034
C 17.573 -9.498 4.950
C 19.475 -6.071 10.242
H 15.476 -8.962 4.798
O 12.174 -5.404 4.217
H 13.873 -11.187 3.936
C 21.720 -3.271 8.505
C 21.244 -3.149 7.046
H 19.589 -4.327 5.243
H 20.173 -3.038 7.216
H 15.953 -9.263 10.334
O 23.006 -5.271 12.364
C 13.399 -1.804 7.724
C 18.089 -4.494 8.808
H 15.507 -12.981 6.643
C 13.821 -3.032 6.903
H 14.769 -11.994 15.667
H 16.946 -13.750 6.131
O 19.568 -8.904 12.556
H 13.266 -11.091 -0.543
N 16.544 -10.942 11.103
H 17.288 -10.681 11.735
H 15.279 -4.312 4.809
O 18.838 -4.156 4.675
O 15.022 -7.145 6.807
H 20.696 -6.407 4.615
O 17.200 -5.477 6.789
H 14.122 -9.551 3.287
O 16.018 -8.438 9.853
O 23.173 -3.330 8.663
C 14.128 -11.164 1.904
H 21.608 -2.216 6.616
H 23.970 -7.951 4.159
C 16.201 -12.339 8.939
O 19.271 -8.500 9.614
C 21.241 -6.622 5.534
H 13.275 -1.943 8.799
H 15.666 -11.559 8.398
H 16.461 -10.484 2.835
H 17.875 -2.075 6.021
O 15.890 -11.315 14.109
O 14.770 -10.466 0.775
C 22.909 -7.700 4.155
C 17.825 -7.463 3.829
O 20.313 -6.240 11.252
H 14.159 -12.066 13.326
H 16.270 -11.271 16.104
H 16.857 -8.493 9.396
H 12.523 -1.329 7.284
C 16.313 -13.618 7.009
H 22.646 -7.312 3.170
H 14.931 -10.256 15.742
H 14.175 -3.843 3.657
C 18.990 -4.819 10.027
O 22.597 -6.919 5.340
H 16.987 -2.429 10.090
C 14.937 -11.341 13.084
N 13.734 -2.958 5.424
H 14.840 -3.249 7.223
Cd 21.108 -8.493 11.244
H 15.671 -10.443 5.631
C 21.039 -5.534 6.508
O 17.181 -2.712 6.206
H 21.408 -5.861 7.480
H 13.038 -11.154 1.892
H 14.262 -2.158 5.104
H 24.947 -2.398 8.612
C 11.381 -6.533 4.269
O 14.399 -0.815 7.416
H 14.857 -12.290 11.227
O 17.643 -3.378 8.532
H 14.557 -10.126 -1.276
C 16.093 -9.860 4.812
H 19.224 -3.927 3.830
H 23.772 -1.692 7.535
H 15.898 -14.573 7.331
C 19.073 -7.226 9.373
H 14.575 -10.360 12.776
H 10.649 -6.626 5.072
H 15.550 -13.129 9.315
H 17.478 -3.510 5.762
H 15.727 -6.498 6.777
N 21.658 -4.251 6.104
H 23.662 -1.350 9.225
H 17.987 -7.939 7.715
H 13.850 0.920 8.631
H 18.396 -6.980 3.035
H 15.545 0.700 8.282
H 17.779 -10.971 9.500
C 14.619 0.162 8.485
H 22.382 -8.652 4.228
H 14.844 -11.802 -0.789
H 21.269 -4.154 8.958
H 19.215 -3.978 10.666
C 17.182 -11.723 10.015
C 18.215 -7.085 8.336
O 16.984 -1.855 10.856
H 20.681 -7.462 5.944
O 18.127 -8.856 3.806
C 23.890 -2.148 8.518
H 14.458 -12.203 1.899
H 16.250 -12.713 12.242
H 20.001 -5.275 6.718
C 13.343 -5.402 4.990
H 22.635 -4.505 6.129
H 14.002 -6.192 4.628
C 14.209 -4.125 4.709
H 11.919 -7.473 4.152
H 13.217 -5.493 6.068
H 22.073 -5.286 12.149
C 15.644 -11.889 11.866
C 15.432 -11.167 15.415
H 18.052 -6.980 4.779
H 23.203 -6.167 12.637
H 14.736 -0.221 9.499
C 14.470 -10.584 3.252
H 17.844 -12.497 10.402
H 17.670 -8.961 5.894
C 17.812 -5.706 7.836
H 21.271 -2.529 9.165
H 16.816 -7.300 3.450
H 19.124 -8.346 13.194
H 13.300 -3.868 7.370
H 17.064 -2.864 7.147
H 10.812 -6.431 3.345
H 18.113 -10.419 5.169
H 19.325 -9.796 12.807
N 15.855 -10.722 3.607
H 17.909 -1.711 11.052

Löwdin atomic charge list, values in e, 2 entries:
1. H 0.02
2. C -0.11

---

DFT (ωB97M-V/def2-TZVPD) results for C7H6N2O4Sn as an isolated structure at a distorted geometry.

**LUMO level**: -8.97 eV
**DFT total energy**: -24336.065 eV
**HOMO-LUMO gap**: 7.7 eV
**Maximum force**: 9.0 eV/A
**Total charge**: +2

CARTESIAN COORDINATES (ANGSTROEM)
O 0.207 0.383 -5.426
Sn 1.092 -0.252 -2.153
O 4.585 -1.581 -3.165
C -0.253 0.020 0.873
C 0.451 0.190 -4.306
C -1.872 -0.622 2.518
H -2.744 -0.234 1.984
C 0.114 0.845 3.090
H 1.126 0.441 3.171
H 0.153 1.901 2.807
H -2.042 -0.470 3.593
C 0.513 1.867 -2.025
C 3.526 -1.169 -2.927
N -0.665 0.082 2.122
O 0.304 3.002 -1.813
C -0.805 -1.361 -2.300
H -0.366 0.770 4.072
N 0.204 -0.068 -0.220
O -1.758 -2.045 -2.239
H -1.772 -1.697 2.344

Löwdin atomic charge list, values in e, 2 entries:
1. O 0.23
2. Sn 1.03

---

DFT (ωB97M-V/def2-TZVPD) results for a 2-piece molecular cluster, C5H13NO overall.

**Energy relative to the best compared isomer or geometry (same formula, charge and spin)**: 29.0 kcal/mol
**LUMO level**: 0.76 eV
**DFT total energy**: -8932.755 eV
**HOMO-LUMO gap**: 8.7 eV
**Maximum force**: 0.9 eV/A

CARTESIAN COORDINATES (ANGSTROEM)
O -0.200 -1.658 0.574
H 0.740 -0.101 -1.249
C 0.639 -1.118 -1.640
H 2.194 3.586 1.887
N -0.256 1.271 1.461
H 1.599 -1.618 -1.521
H -0.725 1.764 0.734
H -1.913 -0.236 -0.862
C -1.836 -1.301 -1.083
H 1.677 1.255 2.295
C 0.933 1.882 1.817
C 1.265 3.151 1.556
H -0.227 0.261 1.376
H -2.535 -1.840 -0.443
C -0.436 -1.827 -0.823
H -0.432 -2.896 -1.063
H 0.333 -1.021 -2.680
H 0.609 3.805 0.991
H -2.132 -1.488 -2.115
H 0.703 -1.871 0.787

Löwdin atomic charge list, values in e, 2 entries:
1. O -0.07
2. H 0.08

---

Question: Which formula does entry 1 have?
Answer: C39H51N4O9SiV